Entry 1:
{
  "formula": "C39H38BrCl2F12N2O5S2Sc",
  "method": "ωB97M-V with the def2-TZVPD basis set",
  "lumo_ev": 3.29,
  "largest_force_ev_per_a": 1.2,
  "charge": -2,
  "energy_ha": -8244.83973,
  "orbital_gap_ev": 4.93,
  "multiplicity": 1,
  "species": ["Sc", "C", "C", "C", "C", "C", "N", "C", "C", "C", "C", "C", "C", "C", "C", "O", "C", "F", "F", "F", "C", "F", "F", "F", "C", "C", "C", "O", "C", "F", "F", "F", "C", "F", "F", "F", "H", "H", "H", "H", "H", "H", "H", "H", "H", "H", "H", "H", "Cl", "C", "Cl", "H", "H", "O", "S", "C", "C", "C", "C", "H", "H", "H", "H", "H", "H", "H", "H", "C", "N", "C", "C", "C", "O", "H", "H", "H", "H", "H", "H", "H", "H", "H", "C", "C", "O", "S", "C", "C", "C", "C", "C", "C", "C", "C", "H", "H", "H", "H", "H", "H", "H", "Br"],
  "positions_angstrom": [[1.54726, -1.45253, -0.29391], [2.10116, 5.28987, -1.27851], [2.22846, 3.92087, -0.66731], [1.69116, 3.66267, 0.58799], [1.81116, 2.42237, 1.16109], [2.45276, 1.35427, 0.50489], [2.50306, 0.11337, 1.09209], [2.84986, 0.01727, 2.39619], [3.57466, 1.04717, 3.04669], [3.98246, 0.96007, 4.35039], [3.69236, -0.15963, 5.12469], [4.11706, -0.24373, 6.56419], [3.02986, -1.20553, 4.50279], [2.61476, -1.14833, 3.18029], [2.02766, -2.39603, 2.52009], [1.13936, -2.20783, 1.52649], [3.27556, -3.17623, 1.97189], [4.31176, -3.24873, 2.83389], [3.74766, -2.55653, 0.86929], [3.02246, -4.44503, 1.62569], [1.33466, -3.35803, 3.53129], [0.55626, -4.24633, 2.89849], [2.13806, -4.11573, 4.31569], [0.51396, -2.71733, 4.38209], [2.95406, 1.60587, -0.79711], [2.84886, 2.87597, -1.34121], [3.58096, 0.43587, -1.56131], [2.94756, -0.74113, -1.44881], [5.03796, 0.31727, -1.02121], [5.08336, -0.00423, 0.27329], [5.74016, 1.47817, -1.12321], [5.78776, -0.59453, -1.65761], [3.71816, 0.70467, -3.08561], [4.17056, -0.36923, -3.74261], [4.57106, 1.69937, -3.45851], [2.54796, 1.02067, -3.65921], [2.02886, 6.05077, -0.50051], [2.94876, 5.52147, -1.92091], [1.19766, 5.35417, -1.88661], [1.18226, 4.45137, 1.13039], [1.39076, 2.23247, 2.13809], [3.84106, 1.92177, 2.47109], [4.54236, 1.78027, 4.78229], [3.87166, 0.67937, 7.08979], [3.61356, -1.06653, 7.06749], [5.19536, -0.40023, 6.65149], [2.84286, -2.09993, 5.07809], [3.25586, 3.08007, -2.32021], [-0.27344, 0.22517, 2.98169], [-1.94934, 0.61297, 3.49619], [-2.14664, 0.37867, 5.22319], [-2.61964, -0.07323, 2.96479], [-2.16484, 1.66027, 3.28569], [-2.97954, -1.53253, 1.75249], [-1.84314, -2.44993, 2.05889], [-2.63974, -3.69083, 3.21479], [-2.76364, -5.00483, 2.46519], [-2.93484, -4.64153, 0.99479], [-1.82344, -3.65953, 0.69779], [-3.60384, -3.25583, 3.47119], [-2.03434, -3.76063, 4.11299], [-3.60384, -5.59723, 2.83509], [-1.84824, -5.58663, 2.58049], [-3.90394, -4.16033, 0.83789], [-2.86984, -5.51403, 0.34419], [-1.95214, -3.09403, -0.22191], [-0.84044, -4.12723, 0.70759], [-0.27434, 2.76127, -3.35931], [-1.09344, 2.73107, -2.16841], [-2.37874, 3.37627, -2.26661], [-0.74834, 1.87777, -1.16351], [-1.69614, 1.78687, 0.01039], [0.28876, 1.24467, -1.20571], [-0.19834, 3.78607, -3.73051], [-0.69174, 2.11727, -4.13911], [0.71416, 2.39497, -3.09751], [-2.33784, 4.13147, -3.05121], [-2.63794, 3.87277, -1.33131], [-3.16834, 2.66457, -2.53361], [-2.73454, 1.93427, -0.26931], [-1.40294, 2.52197, 0.75929], [-1.58254, 0.79527, 0.44189], [-6.62754, 2.38437, -5.53111], [-5.65594, 1.33567, -5.98071], [-4.62734, 1.53427, -6.56341], [-6.16344, -0.32583, -5.47191], [-4.72354, -0.71253, -4.47511], [-3.44244, -0.68943, -5.00051], [-2.36934, -0.86933, -4.15361], [-2.56114, -1.10393, -2.78371], [-3.87214, -1.16983, -2.28751], [-4.94444, -0.96603, -3.12831], [-1.44944, -1.24133, -1.92951], [-0.48964, -1.29303, -1.17381], [-6.45444, 3.32177, -6.05501], [-6.45984, 2.53477, -4.46451], [-7.64854, 2.04027, -5.66531], [-3.28934, -0.51073, -6.05451], [-1.35984, -0.82603, -4.53731], [-4.03494, -1.35453, -1.23441], [-5.95894, -1.00753, -2.75681], [1.70646, -3.85043, -1.35541]],
  "mulliken_charge": [-0.477, -1.562, 0.941, -1.483, -0.070, 0.561, 1.290, -0.429, -0.531, -1.431, 0.558, -1.719, -0.781, -0.199, 2.322, 0.304, 0.146, -0.326, -0.004, -0.296, -0.045, -0.273, -0.333, -0.237, -1.162, -0.594, 2.049, -0.582, 0.257, -0.146, -0.331, -0.297, 0.161, -0.276, -0.307, -0.132, 0.417, 0.376, 0.173, 0.288, 0.537, 0.445, 0.314, 0.363, 0.384, 0.295, 0.349, 0.496, 0.053, 0.008, -0.242, 0.022, 0.352, -0.861, 0.871, -1.196, -0.536, -0.736, -0.049, 0.470, 0.328, 0.405, 0.225, 0.255, 0.438, -0.382, 0.111, -0.892, 0.678, -1.277, -0.083, -0.524, 0.396, 0.357, 0.215, 0.123, 0.302, 0.389, 0.362, 0.620, 0.279, -0.450, -1.087, 0.803, -0.534, -0.277, 0.066, -0.520, -0.345, 0.453, -0.512, -0.637, -0.330, -0.353, 0.320, 0.247, 0.363, 0.470, 0.627, 0.604, 0.422, -0.814]
}


Entry 2:
{
  "formula": "C39H38CaIN7O2SSi",
  "method": "ωB97M-V with the def2-TZVPD basis set",
  "lumo_ev": 0.40,
  "largest_force_ev_per_a": 0.5,
  "energy_ha": -3705.97263,
  "orbital_gap_ev": 7.31,
  "relative_energy_kj_mol": 45.5,
  "multiplicity": 1,
  "species": ["Ca", "C", "N", "C", "C", "C", "C", "C", "C", "N", "C", "C", "C", "C", "C", "C", "N", "C", "C", "C", "C", "C", "N", "H", "H", "H", "H", "H", "H", "H", "H", "H", "H", "H", "H", "H", "H", "H", "H", "H", "H", "C", "Si", "C", "C", "C", "C", "C", "C", "N", "C", "S", "H", "H", "H", "H", "H", "H", "H", "H", "H", "H", "H", "H", "O", "C", "N", "C", "O", "C", "C", "C", "C", "C", "C", "H", "H", "H", "H", "I", "C", "C", "C", "C", "C", "N", "H", "H", "H", "H"],
  "positions_angstrom": [[-0.06317, -0.07608, 0.45666], [2.61271, -2.10705, 0.20193], [1.48645, -2.08046, 1.14909], [0.87015, -3.40487, 1.28662], [-0.41708, -3.37103, 2.06691], [-0.51340, -4.00125, 3.30062], [-1.70151, -3.93318, 4.00867], [-2.76246, -3.24489, 3.44932], [-2.57620, -2.64775, 2.21192], [-1.43726, -2.69427, 1.52707], [2.02968, -1.61129, 2.43095], [1.00685, -1.16585, 3.44247], [1.31052, -1.23897, 4.79642], [0.38253, -0.79563, 5.72057], [-0.83465, -0.31371, 5.26615], [-1.05374, -0.27474, 3.90074], [-0.15049, -0.66776, 3.00260], [2.28263, -2.48796, -1.22174], [3.32569, -2.70621, -2.11617], [3.02664, -2.99585, -3.43248], [1.69517, -3.07615, -3.81310], [0.72694, -2.85292, -2.85202], [1.00788, -2.55829, -1.58260], [3.41910, -2.75687, 0.57798], [3.02258, -1.09236, 0.17173], [1.57464, -4.10390, 1.76181], [0.63656, -3.76188, 0.28831], [0.34559, -4.52200, 3.70366], [-1.79319, -4.40598, 4.97795], [-3.71467, -3.16069, 3.95431], [-3.39522, -2.10199, 1.75798], [2.67738, -0.75056, 2.23655], [2.65400, -2.39220, 2.89172], [2.26675, -1.63634, 5.11060], [0.60219, -0.83301, 6.77991], [-1.59981, 0.03260, 5.94679], [-1.98748, 0.08540, 3.49107], [4.35187, -2.63197, -1.77850], [3.81704, -3.15441, -4.15480], [1.41097, -3.29603, -4.83292], [-0.32522, -2.89152, -3.10964], [-0.23895, 1.31724, -6.86351], [0.58008, 1.28576, -5.16557], [0.78366, 3.06577, -4.62424], [2.23206, 0.42377, -5.37336], [-0.57455, 0.32696, -4.02144], [-1.69437, -0.30646, -4.52322], [-2.54055, -1.04052, -3.68638], [-2.24327, -1.05792, -2.34510], [-1.19524, -0.42956, -1.80254], [-0.32798, 0.21903, -2.62018], [1.10552, 0.86824, -1.91240], [0.38904, 1.88311, -7.55571], [-1.21600, 1.80530, -6.83568], [-0.36944, 0.31794, -7.28494], [1.42844, 3.59331, -5.33199], [1.22500, 3.13163, -3.63114], [-0.18143, 3.57692, -4.60593], [2.86382, 0.99666, -6.05746], [2.10014, -0.57411, -5.79710], [2.74583, 0.32738, -4.41793], [-1.91847, -0.25103, -5.58231], [-3.40108, -1.57254, -4.06824], [-2.86940, -1.62460, -1.66223], [-0.56171, 2.23928, 0.86368], [0.53682, 2.44246, 1.40113], [1.47484, 1.48294, 1.53884], [2.52455, 1.97702, 2.27413], [3.50001, 1.34866, 2.64010], [2.24199, 3.43079, 2.58353], [2.96229, 4.38393, 3.26771], [2.40326, 5.65722, 3.37440], [1.16475, 5.94774, 2.81197], [0.44205, 4.97278, 2.12539], [1.00768, 3.72088, 2.02686], [3.92576, 4.14770, 3.70031], [2.93905, 6.43702, 3.90043], [0.76036, 6.94700, 2.91092], [-0.52360, 5.18570, 1.68633], [-2.84661, 3.07842, 3.31515], [-3.56381, 2.04350, 1.63523], [-4.49028, 2.68904, 0.83024], [-4.97242, 2.01319, -0.27688], [-4.52307, 0.72885, -0.52591], [-3.60941, 0.17721, 0.35392], [-3.12368, 0.81370, 1.42142], [-4.81252, 3.69227, 1.06646], [-5.68784, 2.48894, -0.93485], [-4.85369, 0.16827, -1.38890], [-3.21453, -0.81689, 0.19186]],
  "mulliken_charge": [1.102, -1.540, 1.589, -0.925, 0.320, -0.729, -0.535, -0.983, -0.047, 0.021, -2.001, 0.968, -1.311, -0.674, -1.202, -0.547, 1.284, 0.948, -1.168, -0.487, -0.714, -0.545, 0.254, 0.560, 0.489, 0.268, 0.585, 0.386, 0.420, 0.438, 0.550, 0.421, 0.582, 0.542, 0.441, 0.539, 0.407, 0.461, 0.414, 0.468, 0.519, -1.172, 0.176, -1.032, -0.914, 0.587, 0.029, -1.523, -0.631, 0.321, -0.211, -0.435, 0.310, 0.331, 0.299, 0.337, 0.309, 0.317, 0.395, 0.279, 0.234, 0.364, 0.430, 0.604, -0.697, -0.069, 0.218, -0.016, -0.786, -0.165, -0.509, -0.441, -0.650, -0.108, 0.371, 0.485, 0.390, 0.418, 0.578, 0.075, 0.152, -0.699, -0.375, -1.148, 0.076, 0.289, 0.383, 0.408, 0.426, 0.419]
}